1.
Below is a 8-piece molecular cluster, H16O8 overall at a distorted geometry, with properties calculated with ωB97M-V/def2-TZVPD.

Positions of all 24 atoms, in Å:
O  -1.0920  -2.2565  -1.6876
H  -1.4870  -2.4505  -0.8376
H  -0.2980  -1.8325  -1.3506
O  -2.8640  -2.2055  0.7134
H  -2.6740  -2.9925  1.2174
H  -2.5010  -1.4825  1.1794
O  -0.9160  0.4855  -2.2826
H  -0.1820  0.0685  -2.7156
H  -1.4100  1.0415  -2.8836
O  -0.8200  0.5545  0.5704
H  -0.2020  1.2665  0.6564
H  -0.8640  0.4775  -0.3916
O  1.3470  -1.1695  -0.7426
H  1.6820  -0.6135  -0.0356
H  1.3050  -0.4925  -1.4446
O  1.3120  2.0785  1.6514
H  1.6100  1.1825  1.8244
H  1.7080  2.5805  2.3544
O  -0.1440  -1.4825  2.1774
H  -0.1840  -2.2475  1.6504
H  -0.2820  -0.7505  1.5644
O  2.2270  3.4135  -0.7726
H  3.0180  3.7755  -0.3776
H  1.7110  3.0515  -0.0366

Atomic forces in eV per Å
O 0.355 -0.176 0.058
H -1.039 -0.238 0.209
H 0.403 -0.009 -0.260
O -0.695 -1.106 -1.326
H 0.026 -0.204 0.420
H 0.714 1.267 1.020
O -0.236 0.461 1.070
H -0.002 -0.155 -0.867
H 0.173 0.010 -0.372
O -0.320 -0.272 -0.310
H 0.407 0.984 0.614
H -0.479 -0.378 -0.464
O 0.309 0.931 -0.718
H 0.026 -0.288 0.565
H 0.137 -0.575 0.139
O -0.067 -0.291 -0.365
H 0.001 -0.293 0.070
H 0.128 0.547 0.519
O 0.314 1.022 1.463
H 0.073 -1.548 -1.025
H -0.308 0.327 -0.337
O -0.415 -0.179 -0.177
H 0.227 0.098 0.139
H 0.270 0.064 -0.065

Computed properties:
- LUMO energy: -0.12 eV
- Gap between HOMO and LUMO: 10.25 eV
- Maximum force: 1.86 eV/Å
- E_HOMO: -10.38 eV
- Structure (SMILES): O.O.O.O.O.O.O.O
- Total charge: 0

Atomic partial charges in e from the Löwdin method, atoms 1 to 2: -0.062 -0.010

=====

2.
Below is one molecule with the formula C3H5NOS at a distorted geometry, with properties calculated with ωB97M-V/def2-TZVPD.

Positions of all 11 atoms, in Å:
C  -0.6742  0.1978  -1.1605
C  0.8991  -0.5842  0.2578
C  1.6063  -0.7041  1.4373
H  -1.9330  1.5039  0.4729
H  -0.3571  -0.8683  -1.6219
H  1.0240  -1.1305  -0.7752
H  1.0501  -0.2386  2.2692
H  2.5616  -1.3318  1.5253
N  -1.4295  0.9899  -1.7307
O  -0.3885  0.1028  0.1634
S  -2.3588  2.0632  -0.8377

Atomic forces in eV per Å
C 0.397 -4.120 -0.799
C 0.132 -1.420 0.578
C -1.590 -0.143 -2.475
H -1.037 1.413 -1.984
H -0.610 2.994 -0.127
H 0.763 1.109 2.535
H 1.026 -0.270 -0.082
H -1.788 1.239 -0.160
N -0.835 0.360 -0.727
O 2.563 -0.461 0.701
S 0.980 -0.703 2.539

Computed properties:
- LUMO energy: 0.87 eV
- Gap between HOMO and LUMO: 9.64 eV
- Maximum force: 4.22 eV/Å
- E_HOMO: -8.77 eV
- Structure (SMILES): C=CO/C=N\S
- Total charge: 0

Atomic partial charges in e from the Löwdin method, atoms 1 to 2: -0.442 -0.156

=====

3.
Below is C21H20BrO5PSZn as an isolated structure at a distorted geometry, with properties calculated with ωB97M-V/def2-TZVPD.

Positions of all 50 atoms, in Å:
C  6.4118  -1.3320  -0.2801
C  6.0062  -0.2025  -1.0434
C  4.6607  -0.3522  -1.8685
C  3.4983  0.5602  -1.3755
C  3.3365  1.9150  -1.9494
C  2.2307  2.8171  -1.5505
C  1.2778  2.3322  -0.5445
C  1.4670  0.9601  0.0362
C  2.5472  0.0629  -0.3292
C  2.7127  -1.3354  0.3209
S  1.8644  -2.6892  -0.5836
O  1.7084  -2.3925  -2.0047
O  0.6142  -3.0058  0.1258
C  0.3854  0.5172  1.0878
O  0.6408  -0.0554  2.1146
C  -1.0803  0.9333  0.6978
C  -1.2731  2.3107  0.1029
C  -2.6251  2.7915  -0.2887
C  -3.7292  1.8520  -0.1092
C  -3.5403  0.4536  0.4465
C  -4.7749  -0.4645  0.5471
C  -5.8773  0.0185  1.5808
C  -7.0990  -1.0078  1.4381
Br  -6.6290  -2.7326  2.3185
C  -2.1700  -0.0191  0.8878
P  -2.0163  -1.7506  1.5825
O  -3.0262  -1.8817  2.6982
C  0.0338  3.1666  -0.0643
O  0.1029  4.3383  0.1801
H  6.6270  -2.3214  -0.7741
H  6.4545  -1.2271  0.8342
H  6.5850  0.7560  -1.1054
H  4.2947  -1.4169  -1.7891
H  4.7720  -0.1611  -2.9771
H  4.0235  2.3086  -2.7465
H  2.0929  3.8318  -1.9930
H  3.8201  -1.5852  0.3068
H  2.3999  -1.3966  1.3938
H  2.6862  -3.8079  -0.4346
H  -2.7316  3.8234  -0.6923
H  -4.7381  2.2236  -0.4235
H  -5.2666  -0.4468  -0.4785
H  -4.5408  -1.5438  0.7489
H  -5.4940  -0.0087  2.6348
H  -6.2510  1.0399  1.2859
H  -7.1721  -1.2383  0.3362
H  -8.0542  -0.5971  1.8474
H  -2.2392  -2.6960  0.5208
H  -0.7325  -2.0424  2.1105
Zn  7.8061  0.6979  -2.7793

Atomic forces in eV per Å
C -0.006 0.849 -0.476
C 0.364 -0.516 -0.818
C -0.734 -0.473 -0.958
C -0.970 1.114 0.752
C -1.751 0.020 1.268
C 0.307 -2.395 1.108
C 1.118 -1.611 -0.541
C 0.181 0.424 -0.575
C -0.322 2.079 -1.039
C 1.393 0.467 0.056
S -2.940 -0.725 -0.714
O 1.180 0.058 1.591
O 1.986 0.652 -0.439
C -0.265 0.974 -0.876
O -0.117 0.208 -0.766
C -1.083 -0.051 -0.304
C -0.665 -1.232 0.295
C 0.399 -2.819 1.273
C 2.183 0.498 0.060
C 0.687 0.426 0.214
C 0.206 0.292 -0.815
C -0.613 -0.595 -0.069
C 1.007 0.393 -0.768
Br -0.415 1.020 -0.430
C 0.241 2.866 -1.634
P -1.440 -0.808 2.016
O 0.685 0.452 -1.284
C 0.162 -1.109 -0.089
O -0.267 -0.634 -0.402
H -1.242 0.793 0.789
H 1.082 -0.033 -1.045
H -1.908 -0.389 2.063
H 0.632 1.133 -0.205
H 0.006 -0.076 1.183
H -0.646 -0.692 0.959
H 0.270 -1.054 0.398
H -1.175 0.088 -0.027
H -0.005 0.190 -1.071
H -0.204 0.916 0.018
H -0.087 -1.034 0.377
H 0.952 -0.758 0.447
H 0.476 0.202 1.019
H 0.069 1.162 0.066
H -0.188 0.228 -1.050
H 0.379 -0.930 0.496
H -0.375 0.116 1.304
H 0.940 -0.549 -0.200
H 0.334 0.827 0.154
H -0.172 0.491 -0.856
Zn 0.347 -0.455 -0.452

Computed properties:
- LUMO energy: -11.83 eV
- Gap between HOMO and LUMO: 1.58 eV
- Maximum force: 3.31 eV/Å
- E_HOMO: -13.41 eV
- Total charge: +2

Atomic partial charges in e from the Löwdin method, atoms 1 to 2: 0.106 -0.224

=====

4.
Below is C14H33N10O3S2V as an isolated structure at a distorted geometry, with properties calculated with ωB97M-V/def2-TZVPD.

Positions of all 63 atoms, in Å:
V  0.0981  -0.3396  0.7415
N  -0.8246  0.0951  2.6924
C  -0.0645  1.0900  3.4736
C  0.2425  2.2497  2.5260
C  0.7263  1.5801  1.2471
O  1.7434  0.8154  1.3515
O  0.1001  1.7163  0.1628
H  -1.6846  0.5335  2.3562
H  -1.0704  -0.7069  3.2606
H  0.8690  0.6327  3.7997
H  -0.6129  1.4334  4.3545
H  1.0239  2.8922  2.9302
H  -0.6562  2.8335  2.3286
C  5.7718  0.1865  -2.1769
C  4.3512  0.0143  -2.5597
N  3.8414  0.2181  -3.7286
N  2.5178  -0.0233  -3.5756
C  2.1790  -0.3826  -2.3244
S  0.6384  -0.7825  -1.7829
N  3.3705  -0.3699  -1.6713
N  3.5526  -0.7903  -0.3595
H  6.3411  0.4864  -3.0516
H  6.1877  -0.7419  -1.7825
H  5.8637  0.9629  -1.4150
H  1.8894  0.0623  -4.3544
H  2.9561  -0.2118  0.2412
H  4.5170  -0.6180  -0.1054
C  -4.2077  -2.0010  -0.2960
N  -3.1026  -2.9426  -0.2495
C  -3.4940  -4.3284  -0.0275
C  -1.8548  -2.4702  0.0071
N  -1.5686  -1.2500  0.2917
N  -0.8280  -3.4107  -0.1169
C  0.4642  -3.2179  0.3228
N  1.3329  -4.2078  -0.0130
N  0.7731  -2.2226  1.0794
H  -5.0395  -2.4750  -0.8130
H  -3.9183  -1.1114  -0.8534
H  -4.5383  -1.7102  0.7065
H  -3.9575  -4.7401  -0.9255
H  -4.2231  -4.3790  0.7851
H  -2.6424  -4.9411  0.2515
H  -2.3695  -0.6268  0.4021
H  -0.9720  -4.1286  -0.8066
H  1.0940  -4.8777  -0.7228
H  2.3140  -4.0086  0.0822
H  1.7406  -2.2632  1.3799
C  -3.2307  4.2968  0.7305
C  -2.2972  3.6844  -0.2999
S  -2.6178  1.9101  -0.5946
O  -2.8679  1.2938  0.7565
C  -4.3202  2.0819  -1.3345
C  -5.4393  1.9839  -0.3094
H  -2.7751  5.1757  1.1846
H  -3.4370  3.5730  1.5205
H  -4.1756  4.6003  0.2831
H  -1.2599  3.7023  0.0244
H  -2.3655  4.1668  -1.2756
H  -4.3728  1.2597  -2.0490
H  -4.3349  3.0167  -1.8926
H  -5.1095  1.3850  0.5402
H  -6.3190  1.5116  -0.7444
H  -5.7330  2.9609  0.0669

Atomic forces in eV per Å
V 0.922 -0.212 -0.644
N -0.062 0.208 0.049
C 0.026 0.219 0.173
C 0.056 -0.326 -0.082
C 0.799 2.275 0.521
O 0.388 -0.220 0.042
O -0.181 0.130 0.147
H -0.112 -0.090 0.112
H -0.023 -0.040 -0.041
H -0.040 -0.016 -0.011
H 0.015 -0.024 -0.033
H -0.026 0.012 0.029
H 0.027 0.029 -0.051
C -0.042 -0.016 0.034
C 0.020 -0.017 0.217
N 0.157 0.083 -0.320
N 0.034 -0.018 0.341
C 0.152 -0.177 -0.126
S -0.048 -0.079 -0.136
N -0.199 0.281 -0.518
N -0.206 -0.200 0.481
H -0.006 -0.014 -0.011
H 0.046 0.005 -0.024
H 0.046 -0.005 0.000
H -0.070 0.042 0.016
H 0.011 0.141 -0.004
H 0.049 0.042 -0.059
C 0.067 -0.006 -0.022
N 0.064 -0.065 -0.048
C -0.058 -0.022 -0.021
C -0.077 0.019 -0.009
N -1.915 -0.749 -0.561
N 0.010 0.156 -0.105
C 0.088 -0.237 0.391
N -0.065 -0.049 -0.028
N 0.441 -0.857 0.311
H -0.001 0.010 -0.006
H -0.048 0.016 0.001
H 0.014 0.048 -0.018
H 0.029 -0.012 0.011
H 0.036 -0.018 0.010
H -0.021 0.000 0.017
H -0.092 -0.126 0.075
H -0.017 -0.009 0.001
H -0.011 0.003 -0.008
H 0.002 0.040 -0.031
H 0.046 -0.117 -0.040
C -0.046 -0.071 -0.017
C -0.022 -0.269 0.095
S -0.680 0.760 -0.428
O 0.103 -0.328 0.325
C 0.319 -0.192 0.126
C 0.016 0.018 0.054
H 0.014 0.018 -0.036
H -0.004 0.053 0.034
H -0.017 0.009 0.033
H 0.056 -0.017 -0.029
H 0.067 -0.034 -0.037
H -0.010 0.034 -0.043
H 0.033 -0.030 -0.075
H -0.057 -0.010 0.005
H 0.003 0.024 -0.051
H 0.004 -0.003 0.025

Computed properties:
- LUMO energy (alpha / beta): -1.98 / -1.99 eV
- Gap between HOMO and LUMO (alpha / beta): 7.40 / 8.59 eV
- Maximum force: 2.47 eV/Å
- E_HOMO (alpha / beta): -9.38 / -10.58 eV
- <S²>: 3.76
- 2S+1: 4
- Total charge: +1

Atomic partial charges in e from the Löwdin method, atoms 1 to 2: 0.565 -0.014

=====

5.
Below is a 8-piece molecular cluster, H16O8 overall, with properties calculated with ωB97M-V/def2-TZVPD.

Positions of all 24 atoms, in Å:
O  1.6376  -1.8370  2.6553
H  0.8717  -1.3493  3.0042
H  1.3473  -2.1878  1.8086
O  -0.8165  -0.1509  2.9844
H  -0.9931  0.3770  2.1954
H  -1.4618  -0.8664  2.9378
O  -0.5008  -2.3833  -0.0222
H  -1.1680  -2.5983  -0.6837
H  -0.5571  -3.1036  0.6181
O  0.5735  2.8791  1.4491
H  0.3825  2.1825  0.7982
H  1.4531  2.6662  1.7756
O  0.3664  1.7576  -3.6557
H  -0.5213  1.6405  -3.3029
H  0.2452  2.3202  -4.4292
O  2.2819  -0.2641  -2.9517
H  2.6952  -0.2266  -2.0821
H  1.9503  0.6332  -3.1141
O  0.2606  0.4549  -0.0916
H  0.2548  -0.4381  0.2930
H  -0.0631  0.3363  -0.9905
O  -2.9540  -0.0503  0.5841
H  -2.6152  0.8250  0.3584
H  -2.6692  -0.6169  -0.1388

Atomic forces in eV per Å
O -0.177 -0.043 0.114
H 0.153 0.101 -0.220
H 0.059 0.063 0.004
O 0.067 -0.301 -0.013
H 0.032 0.008 0.084
H -0.107 0.209 -0.026
O -0.133 -0.144 0.123
H 0.163 -0.060 -0.037
H -0.011 0.076 -0.048
O -0.156 -0.109 -0.204
H 0.230 0.101 0.241
H -0.055 -0.021 0.003
O -0.177 0.166 -0.080
H 0.046 0.018 -0.037
H 0.098 -0.042 0.066
O -0.015 0.170 0.147
H -0.018 0.016 -0.083
H -0.040 -0.280 0.001
O -0.188 -0.107 0.071
H -0.041 0.210 -0.182
H 0.258 -0.091 -0.018
O 0.000 0.115 -0.002
H -0.043 -0.082 0.033
H 0.053 0.026 0.065

Computed properties:
- LUMO energy: -0.43 eV
- Gap between HOMO and LUMO: 10.48 eV
- Maximum force: 0.35 eV/Å
- E_HOMO: -10.91 eV
- Structure (SMILES): O.O.O.O.O.O.O.O
- Total charge: 0

Atomic partial charges in e from the Löwdin method, atoms 1 to 2: -0.063 0.003

=====

6.
Below is one molecule with the formula C5H7FOS at a distorted geometry, with properties calculated with ωB97M-V/def2-TZVPD.

Positions of all 15 atoms, in Å:
C  0.6790  1.6214  0.2803
C  0.6245  0.2465  -0.3307
C  0.4290  -1.0510  0.4610
C  -0.6558  -0.5672  -0.4894
C  -1.8827  -0.1113  0.1231
H  1.7129  1.9091  0.4573
H  0.2463  2.2996  -0.4829
H  0.1708  1.6512  1.2501
H  0.1682  -0.9243  1.5327
H  1.5391  -1.8812  -0.8007
H  -0.7671  -1.2161  -1.4085
H  -1.7483  0.3577  1.0950
O  1.2620  -2.0827  0.1206
F  1.5789  0.0948  -1.3425
S  -3.3567  -0.3465  -0.4654

Atomic forces in eV per Å
C -0.234 -0.107 -0.887
C 0.253 -0.889 1.206
C 0.290 2.051 0.452
C 0.350 -1.149 -1.725
C -0.329 -0.032 0.068
H 0.101 -0.079 -0.064
H 0.085 0.054 0.815
H -0.155 0.113 -0.409
H 0.559 -0.484 -0.751
H 0.107 -0.397 0.784
H 0.159 1.051 0.946
H -0.105 0.179 0.075
O -0.049 -0.367 -0.719
F -0.791 0.003 0.243
S -0.242 0.055 -0.034

Computed properties:
- LUMO energy: -0.29 eV
- Gap between HOMO and LUMO: 8.54 eV
- Maximum force: 2.12 eV/Å
- E_HOMO: -8.84 eV
- Structure (SMILES): C[C@@]1(F)[C@H](O)[C@H]1C=S
- Total charge: 0

Atomic partial charges in e from the Löwdin method, atoms 1 to 2: 0.006 -0.390